1) Density functional theory data (ωB97M-V/def2-TZVPD) for 2 unconnected molecules or ions with the total composition C5H15NO.

Last columns: bonded neighbours and bond lengths (Å).
CARTESIAN COORDINATES (ANGSTROEM)
1 H 0.9837 -2.2257 -1.9744  N16 1.019
2 H 1.5305 0.0472 -0.8037  C6 1.115
3 O 6.4009 -0.6128 3.3916  H11 0.953, H21 0.953
4 H -1.1722 2.2047 -1.6133  C7 1.100
5 H 1.8585 -2.1132 -0.6782  N16 1.014
6 C 0.6035 -0.5302 -1.0288  H2 1.115, H8 1.084, C15 1.547, N16 1.473
7 C -1.8447 1.8451 -0.8201  H4 1.100, H19 1.090, H20 1.089, C22 1.518
8 H 0.2750 -0.0973 -1.9662  C6 1.084
9 H -0.0638 0.8644 0.5678  C15 1.107
10 H -0.5593 -0.8580 0.7234  C15 1.089
11 H 5.6648 -0.2748 2.8893  O3 0.953
12 C -2.9455 0.1240 0.4318  H13 1.108, H17 1.083, H18 1.096, C22 1.595
13 H -3.8346 0.6330 0.0090  C12 1.108
14 H -1.9937 -0.2623 -1.5133  C22 1.093
15 C -0.4147 -0.0346 0.0250  C6 1.547, H9 1.107, H10 1.089, C22 1.555
16 N 0.9047 -1.9717 -0.9907  H1 1.019, H5 1.014, C6 1.473
17 H -2.6726 0.7330 1.2846  C12 1.083
18 H -3.1205 -0.9534 0.5300  C12 1.096
19 H -2.8123 2.2922 -1.0466  C7 1.090
20 H -1.5546 2.3643 0.0920  C7 1.089
21 H 6.5415 -1.5149 3.1197  O3 0.953
22 C -1.7745 0.3410 -0.6290  C7 1.518, C12 1.595, H14 1.093, C15 1.555

The calculation puts the HOMO-LUMO gap at 10.143 eV. The HOMO energy is -9.548 eV. Its SMILES is CC(C)CCN.O.

=====

2) Density functional theory data (ωB97M-V/def2-TZVPD) for 2 unconnected molecules or ions with the total composition C5H15NO.

Last columns: bonded neighbours and bond lengths (Å).
CARTESIAN COORDINATES (ANGSTROEM)
1 H -0.4557 -1.9578 2.9567  O6 0.966
2 C 0.2493 0.3952 -1.4856  C7 1.552, C11 1.512, C16 1.577, H19 1.107
3 H 1.7402 0.2843 0.1747  C16 1.091
4 H 2.1575 -0.3895 -1.9953  C11 1.118
5 H 1.6099 1.8910 -0.6950  C16 1.109
6 O -0.8665 -2.5124 2.2806  H1 0.966, H12 0.953
7 C -1.2029 -0.1152 -1.2907  C2 1.552, H14 1.107, H17 1.078, H18 1.094
8 N 0.1630 1.6934 0.6929  H9 1.010, C16 1.503, C20 1.468
9 H 0.6294 2.4517 1.1697  N8 1.010
10 H -0.6852 -0.1960 1.3122  C20 1.074
11 C 1.0874 -0.6609 -2.1705  C2 1.512, H4 1.118, H15 1.100, H21 1.092
12 H -0.7654 -2.0862 1.4340  O6 0.953
13 H -1.2999 1.2532 2.0220  C20 1.100
14 H -1.5422 -0.4358 -0.2872  C7 1.107
15 H 0.8574 -1.6499 -1.7479  C11 1.100
16 C 1.0719 1.0104 -0.2896  C2 1.577, H3 1.091, H5 1.109, N8 1.503
17 H -1.2853 -1.0144 -1.8796  C7 1.078
18 H -1.9051 0.7205 -1.3567  C7 1.094
19 H 0.0840 1.3495 -2.0210  C2 1.107
20 C -0.3741 0.7603 1.6902  N8 1.468, H10 1.074, H13 1.100, H22 1.119
21 H 1.2466 -0.7823 -3.2437  C11 1.092
22 H 0.3490 0.4446 2.4839  C20 1.119

The calculation puts the HOMO-LUMO gap at 9.888 eV. The HOMO energy is -9.034 eV. Its SMILES is CNCC(C)C.O.

=====

Preferred: 1); penalty for the next structure: 20.4 kcal/mol.

=====

1) Density functional theory data (ωB97M-V/def2-TZVPD) for 2 unconnected molecules or ions with the total composition C4H11N3.

Last columns: bonded neighbours and bond lengths (Å).
CARTESIAN COORDINATES (ANGSTROEM)
1 H -3.2475 -0.2194 0.5371  C13 1.090
2 H 2.8421 0.4394 0.0908  C9 1.085
3 H 0.5490 -1.9441 -1.0961  N16 1.018
4 C -0.3142 1.3906 -1.5127  H5 1.090, H10 1.098, N11 1.434, H15 1.095
5 H -0.1800 2.4690 -1.4300  C4 1.090
6 H 0.4689 -1.0659 1.3056  C17 1.093
7 H -2.3490 -1.6937 0.6990  C13 1.092
8 N -1.3605 -0.2406 -0.3432  N11 1.283, C13 1.440
9 C 2.1492 0.2273 0.8983  H2 1.085, H12 1.087, H14 1.088, C17 1.630
10 H 0.6303 0.8723 -1.7267  C4 1.098
11 N -0.8407 0.9290 -0.2608  C4 1.434, N8 1.283
12 H 1.7560 1.1643 1.2845  C9 1.087
13 C -2.2476 -0.6073 0.7303  H1 1.090, H7 1.092, N8 1.440, H18 1.096
14 H 2.6714 -0.2981 1.6945  C9 1.088
15 H -0.9992 1.1618 -2.3361  C4 1.095
16 N 1.3373 -1.5101 -0.6201  H3 1.018, C17 1.269
17 C 1.0036 -0.8123 0.3864  H6 1.093, C9 1.630, N16 1.269
18 H -1.8690 -0.2623 1.6989  C13 1.096

The calculation puts the HOMO-LUMO gap at 9.458 eV. The HOMO energy is -9.042 eV. Its SMILES is [H]/N=C/C.C/N=N/C.

=====

2) Density functional theory data (ωB97M-V/def2-TZVPD) for 3 unconnected molecules or ions with the total composition C4H11N3.

Last columns: bonded neighbours and bond lengths (Å).
CARTESIAN COORDINATES (ANGSTROEM)
1 H 2.9463 1.6448 0.1294  C13 1.082
2 N 0.0944 0.3958 -0.7125  C14 1.452, N15 1.306
3 H -1.1632 1.9184 -1.4436  C14 1.097
4 C -1.0644 0.1583 1.5627  H9 1.084, H10 1.080, H17 1.081
5 H -0.3330 0.9861 -2.6985  C14 1.097
6 H -0.0303 -1.9411 -0.9657  N16 1.017
7 H -1.6827 0.2542 -1.7804  C14 1.090
8 H 0.4194 -1.7353 1.8787  C12 1.088
9 H -1.4692 -0.3851 2.4082  C4 1.084
10 H -0.2120 0.7816 1.7916  C4 1.080
11 H -1.1375 -2.2145 0.9704  C12 1.091
12 C -0.1543 -1.7415 0.9536  H8 1.088, H11 1.091, N16 1.321
13 C 2.2543 0.9045 -0.2496  H1 1.082, N15 1.279, H18 1.088
14 C -0.8176 0.9142 -1.7170  N2 1.452, H3 1.097, H5 1.097, H7 1.090
15 N 1.0334 1.2503 -0.4061  N2 1.306, C13 1.279
16 N 0.5482 -1.7008 -0.1639  H6 1.017, C12 1.321
17 H -1.8282 0.6076 0.9433  C4 1.081
18 H 2.5965 -0.0976 -0.5005  C13 1.088

The calculation puts the HOMO-LUMO gap (alpha / beta) at 7.909 / 8.052 eV. The HOMO energy (alpha / beta) is -8.150 / -8.127 eV.

=====

Preferred: 1); penalty for the next structure: 72.5 kcal/mol.

=====

1) Density functional theory data (ωB97M-V/def2-TZVPD) for C4H11N3 in the gas phase.

Last columns: bonded neighbours and bond lengths (Å).
CARTESIAN COORDINATES (ANGSTROEM)
1 H -1.1278 -1.3403 -1.0450  C15 1.092
2 H -1.2011 1.8654 -0.9425  N7 1.009
3 H 2.1179 0.1007 1.7353  N8 1.017
4 C -2.4020 -0.3575 0.4189  H6 1.097, H12 1.093, H14 1.093, C15 1.519
5 C 1.2638 -0.2432 -0.0722  N8 1.430, N9 1.419, C18 1.412
6 H -3.0440 0.1186 -0.3326  C4 1.097
7 N -0.2647 1.5959 -0.6806  H2 1.009, H10 1.012, C18 1.371
8 N 1.7832 -0.6858 1.1842  H3 1.017, C5 1.430, H16 1.011
9 N 2.3151 0.3822 -0.7908  C5 1.419, H13 1.014, H17 1.012
10 H 0.5316 2.2200 -0.6507  N7 1.012
11 H -0.0344 -1.4750 0.2577  C15 1.322
12 H -2.3217 0.3301 1.2647  C4 1.093
13 H 2.0799 0.4985 -1.7705  N9 1.014
14 H -2.9205 -1.2538 0.7698  C4 1.093
15 C -1.0411 -0.7212 -0.1496  H1 1.092, C4 1.519, H11 1.322, C18 1.458
16 H 1.1101 -1.2149 1.7222  N8 1.011
17 H 3.1763 -0.1337 -0.6595  N9 1.012
18 C -0.0204 0.3142 -0.2588  C5 1.412, N7 1.371, C15 1.458

The calculation puts the HOMO-LUMO gap at 7.147 eV. The HOMO energy is -6.221 eV. Its SMILES is CCC(N)=C(N)N.

=====

2) Density functional theory data (ωB97M-V/def2-TZVPD) for C4H11N3 in the gas phase.

Last columns: bonded neighbours and bond lengths (Å).
CARTESIAN COORDINATES (ANGSTROEM)
1 H -0.0242 -0.5000 -1.1408  C11 1.113
2 N 1.7677 0.6375 0.0819  H3 1.057, C8 1.474, C14 1.391
3 H 2.2879 1.2167 0.7975  N2 1.057
4 H -2.2755 0.2923 1.8790  N7 0.957
5 H -2.4842 -1.0148 -0.6186  C16 1.140
6 H 2.6977 -0.9923 -2.4075  N18 1.027
7 N -2.3973 -0.4985 1.3547  H4 0.957, C16 1.451, H17 0.965
8 C 0.3747 0.6507 0.5623  N2 1.474, H10 1.163, C11 1.491, H15 1.136
9 H -0.2222 -1.3645 0.4221  C11 1.159
10 H -0.0480 1.6857 0.2418  C8 1.163
11 C -0.4643 -0.3721 -0.1262  H1 1.113, C8 1.491, H9 1.159, C16 1.531
12 H -2.1750 0.7863 -0.3866  C16 1.076
13 H 3.5974 0.0216 -0.7376  C14 1.098
14 C 2.5138 0.0127 -0.9121  N2 1.391, H13 1.098, N18 1.327
15 H 0.2435 0.7162 1.6891  C8 1.136
16 C -1.9806 -0.1993 -0.0023  H5 1.140, N7 1.451, C11 1.531, H12 1.076
17 H -3.3482 -0.6607 1.3306  N7 0.965
18 N 1.9368 -0.4176 -2.0272  H6 1.027, C14 1.327

The calculation puts the HOMO-LUMO gap at 9.468 eV. The HOMO energy is -8.623 eV. Its SMILES is [H]/N=C/NCCCN.

=====

Preferred: 2); penalty for the next structure: 30.4 kcal/mol.

=====

1) Density functional theory data (ωB97M-V/def2-TZVPD) for C4H11N3 in the gas phase.

Last columns: bonded neighbours and bond lengths (Å).
CARTESIAN COORDINATES (ANGSTROEM)
1 H 2.9256 -0.0866 0.4646  C10 1.091
2 N 0.6014 -1.2188 0.1580  N12 1.358, C16 1.252
3 H -1.3225 0.5974 -1.7871  C6 1.090
4 H -0.6071 -2.8632 1.5713  N5 1.020
5 N -1.0292 -2.8173 0.6434  H4 1.020, N12 1.400, H14 1.018
6 C -0.9708 1.4431 -1.1963  H3 1.090, H7 1.090, C15 1.529, H18 1.090
7 H -0.0656 1.8135 -1.6773  C6 1.090
8 H -1.6155 0.8198 0.7958  C15 1.097
9 H -1.2771 -0.7198 0.1690  N12 1.144
10 C 2.1451 0.6563 0.2944  H1 1.091, H11 1.089, C16 1.483, H17 1.091
11 H 2.2019 1.4278 1.0604  C10 1.089
12 N -0.6654 -1.6604 -0.0552  N2 1.358, N5 1.400, H9 1.144
13 H -0.3135 1.8612 0.8074  C15 1.092
14 H -0.7360 -3.6339 0.1114  N5 1.018
15 C -0.6876 1.0057 0.2409  C6 1.529, H8 1.097, H13 1.092, C16 1.803
16 C 0.8120 0.0070 0.3028  N2 1.252, C10 1.483, C15 1.803
17 H 2.3179 1.1283 -0.6744  C10 1.091
18 H -1.7136 2.2399 -1.2293  C6 1.090

The calculation puts the HOMO-LUMO gap at 9.596 eV. The HOMO energy is -8.521 eV. Its SMILES is CC/C(C)=N\NN.

=====

2) Density functional theory data (ωB97M-V/def2-TZVPD) for C4H11N3 in the gas phase.

Last columns: bonded neighbours and bond lengths (Å).
CARTESIAN COORDINATES (ANGSTROEM)
1 H -0.6130 3.3865 0.2807  N18 1.001
2 H -1.2315 0.0802 1.0188  N14 1.010
3 N 0.9266 1.7582 -0.8847  H9 0.995, C10 1.416, H17 0.994
4 C -0.4348 -0.8332 -0.6751  H6 1.091, H7 1.087, N14 1.468, C16 1.544
5 H 0.6182 -2.7499 -0.9980  C16 1.098
6 H -1.4073 -1.3110 -0.7981  C4 1.091
7 H -0.0996 -0.4121 -1.6197  C4 1.087
8 H 1.6433 -1.6238 -0.2327  C16 1.095
9 H 1.8279 1.6325 -0.4823  N3 0.995
10 C -0.1538 1.5041 -0.0059  N3 1.416, N14 1.376, N18 1.272
11 H 0.8515 -3.2837 1.4689  C13 1.091
12 H 0.1671 -1.8407 1.8804  C13 1.096
13 C 0.1565 -2.5551 1.0494  H11 1.091, H12 1.096, H15 1.089, C16 1.537
14 N -0.4870 0.2170 0.3500  H2 1.010, C4 1.468, C10 1.376
15 H -0.7953 -3.0379 0.8314  C13 1.089
16 C 0.5901 -1.9188 -0.2810  C4 1.544, H5 1.098, H8 1.095, C13 1.537
17 H 0.7607 1.5709 -1.8465  N3 0.994
18 N -0.8545 2.4393 0.4975  H1 1.001, C10 1.272

The calculation puts the HOMO-LUMO gap at 9.633 eV. The HOMO energy is -8.700 eV. Its SMILES is [H]/N=C(\N)NCCC.

=====

Preferred: 2); penalty for the next structure: 63.1 kcal/mol.